195
Properties=species:S:1:pos:R:3:forces:R:3 method="wB97M-V/def2-TZVPD" gap_ev=7.6 e_tot_ev=-142165.825 multiplicity=1 relative_energy_kj_mol=278.6 e_homo_ev=-7.5
C 5.610021 -0.345530 -0.078538 0.77 -1.37 -1.21
C 6.156933 -1.046038 -1.428245 -1.18 1.26 0.61
C 7.311902 -2.060463 -1.291709 -2.00 0.05 -0.37
O 7.645894 -2.531146 -2.605129 -0.09 0.84 0.44
C 8.822477 -3.295325 -2.590520 0.65 -0.31 0.30
N 4.894941 -1.632665 -2.081042 1.32 -0.41 0.22
H 4.465315 -2.267177 -1.423085 -0.76 -1.30 1.24
H 4.135574 -0.993204 -2.266950 -1.12 2.02 0.14
H 4.993864 -2.143618 -2.946633 0.82 -0.23 -0.23
H 4.797808 0.336814 -0.329197 -0.18 -0.32 -0.09
H 6.343918 0.250071 0.464366 0.31 -0.24 -0.25
H 5.278856 -1.173794 0.547890 -0.34 0.25 0.28
H 6.479000 -0.212993 -2.053078 0.10 -0.30 -0.35
H 7.013197 -2.932578 -0.710074 -0.21 -0.08 0.28
H 8.026222 -1.516530 -0.673666 0.91 -0.08 -0.61
H 9.656539 -2.655227 -2.302900 0.23 -0.10 0.15
H 9.080329 -3.754589 -3.544823 -0.54 0.42 -0.29
H 8.734673 -4.134369 -1.900298 0.03 -0.02 0.34
C 1.737047 -0.655859 1.575318 -0.05 0.05 1.14
C 0.512351 -1.048001 0.846059 -1.21 -0.31 -2.44
C -0.447358 0.134863 0.489222 0.44 -1.34 1.19
O -1.561245 -0.438556 -0.141299 -0.52 0.84 -0.57
C -2.420479 0.527425 -0.774832 -0.07 -0.90 -0.78
N 0.936554 -1.641527 -0.455048 0.61 1.12 -0.60
H 1.719140 -2.270980 -0.348103 1.00 -1.38 0.50
H 0.256200 -2.043236 -1.084221 -0.67 -0.33 0.10
H 1.360834 -0.882195 -0.968376 0.83 1.16 -1.26
H 2.253717 0.192287 1.126099 -0.07 -0.04 -0.14
H 2.422931 -1.500559 1.639625 0.10 0.00 0.04
H 1.380344 -0.392128 2.570962 0.46 0.16 0.16
H -0.032543 -1.922952 1.200530 -0.33 0.58 1.30
H 0.033854 0.912437 -0.104001 0.31 -0.11 -0.38
H -0.713487 0.586360 1.444949 -0.26 0.26 0.23
H -3.304708 -0.016723 -1.106735 -0.38 0.02 0.78
H -2.070979 0.849378 -1.755806 0.94 0.29 0.04
H -2.639687 1.412397 -0.177446 -0.08 -0.22 0.28
C 4.031250 -4.061983 0.918005 -1.16 0.94 -0.99
O 3.321357 -3.435749 -0.117171 0.04 0.17 -0.34
H 3.729820 -3.641654 1.877471 0.40 0.48 0.71
H 3.798637 -5.114548 1.079583 0.07 -0.67 -0.40
H 5.101411 -3.955074 0.740737 0.51 -0.14 0.46
C 2.676552 1.618152 -2.341013 0.86 -1.51 0.51
O 2.570141 0.231967 -2.096221 -0.35 0.26 -0.31
H 3.730506 1.874781 -2.234138 0.47 0.67 0.43
H 2.473491 2.026396 -3.331063 -0.58 -0.43 -0.75
H 2.077912 2.232409 -1.668388 -0.21 0.24 0.45
C 2.790012 5.746842 2.082280 -0.46 -0.64 0.85
C 1.779956 4.520692 2.118361 0.56 1.50 0.60
C 2.119504 3.362203 1.255009 1.12 -0.71 -1.27
C 3.312593 2.621737 1.699168 -0.51 0.09 0.06
N 4.214951 2.004368 2.042394 0.36 -0.03 0.05
H 3.816496 5.525377 2.374472 0.04 -0.65 -0.22
H 2.510460 6.451462 2.865522 -0.39 0.14 -0.09
H 2.855386 6.315004 1.154371 -0.34 -0.31 -0.21
H 0.785585 4.871813 1.842597 0.06 0.06 0.00
H 1.706453 4.090592 3.117220 -0.04 0.52 0.32
H 2.386777 3.693216 0.251467 -0.23 0.01 -0.30
H 1.310402 2.639415 1.150003 -0.11 0.05 0.12
C -1.304583 -5.591372 3.579685 0.69 -1.04 0.32
C -0.567768 -5.715048 2.249047 -0.75 0.64 -0.90
C 0.948719 -5.380462 2.208885 -1.32 0.68 -0.79
C 1.676617 -6.098202 3.199401 1.73 -1.71 2.25
N 2.241085 -6.719457 4.009031 -0.97 1.18 -1.39
H -1.252314 -4.625516 4.082183 0.05 0.05 -0.31
H -0.858497 -6.328708 4.247103 0.05 0.07 0.37
H -2.337523 -5.924808 3.479899 -0.08 0.31 -0.17
H -1.089767 -5.068249 1.543870 0.31 0.56 -0.18
H -0.804439 -6.663878 1.767558 0.49 -0.46 0.43
H 1.092832 -4.306985 2.331242 0.02 0.10 0.38
H 1.388485 -5.562216 1.228242 -0.12 -0.30 -0.11
C -0.317726 1.089465 -6.392867 -0.32 0.32 0.28
C -0.054184 0.818242 -4.915959 0.39 0.69 -1.10
C -0.391284 -0.613649 -4.552445 0.93 0.49 1.04
C -1.756507 -0.963629 -4.740006 -5.35 -1.61 -1.03
N -2.890357 -1.297394 -4.848459 3.91 1.22 0.40
H 0.173874 2.032153 -6.633208 0.01 -0.08 -0.36
H -1.377208 1.212093 -6.617677 -0.04 -0.24 -0.15
H 0.116142 0.265663 -6.959613 -0.08 0.17 -0.36
H -0.547947 1.580800 -4.313626 -0.13 -0.27 0.28
H 1.016749 1.017258 -4.875791 0.07 -0.48 0.92
H -0.282751 -0.783280 -3.481210 0.69 -0.06 0.10
H 0.258357 -1.299479 -5.096229 -0.05 -0.12 0.10
C 2.784397 -7.018321 -3.984542 -0.69 -0.61 0.26
C 2.493838 -5.753530 -3.247279 -0.01 1.23 -0.72
C 1.906462 -5.906786 -1.850798 -0.31 0.69 0.00
C 0.632392 -6.630525 -1.702722 -2.67 -2.29 0.86
N -0.385900 -7.195019 -1.478981 3.34 2.03 -0.92
H 3.334000 -6.871412 -4.914310 0.47 -0.01 0.37
H 1.826081 -7.417803 -4.316417 -0.03 -0.50 0.20
H 3.237471 -7.677726 -3.244271 0.34 -0.57 -0.65
H 1.881305 -5.161323 -3.927130 -0.35 0.39 0.40
H 3.414393 -5.183156 -3.123391 0.05 0.10 0.18
H 1.671070 -4.931680 -1.424344 0.25 0.38 -0.14
H 2.721603 -6.237922 -1.207374 -0.40 -0.65 0.27
C -5.234316 6.651976 0.070626 -0.89 0.23 0.34
C -5.442488 5.237246 0.539393 -0.71 -0.30 0.72
C -5.122548 4.142076 -0.443136 0.55 -0.11 -1.02
C -6.100479 3.921824 -1.531720 -2.21 -0.39 -2.33
N -6.863938 3.745279 -2.417569 2.48 0.55 2.90
H -5.709287 7.291794 0.814358 0.37 0.23 0.24
H -5.865537 6.843546 -0.797102 0.60 0.04 -0.53
H -4.179592 6.914162 -0.012585 -0.16 0.08 -0.44
H -6.483859 5.115567 0.837457 -0.04 0.02 0.26
H -4.829474 5.063620 1.423798 -0.01 -0.10 0.12
H -4.921644 3.191745 0.051443 -0.19 -0.05 -0.03
H -4.202716 4.458815 -0.934755 0.30 -0.31 -0.24
C -4.110323 -1.780286 2.049372 -0.51 1.81 0.45
C -3.004892 -2.581752 2.656820 -0.43 -0.82 0.31
C -2.234812 -1.844618 3.790931 -0.39 -0.58 0.58
C -3.099009 -1.344311 4.894209 -1.52 0.97 0.81
N -3.776141 -0.990524 5.779646 1.46 -0.66 -1.79
H -4.793955 -2.295290 1.374448 0.46 -0.10 -0.05
H -3.750554 -0.845810 1.618757 0.24 -0.28 -0.76
H -4.722625 -1.332012 2.831824 -0.40 -0.42 0.33
H -2.405878 -3.004235 1.850111 0.81 0.45 0.21
H -3.482784 -3.482941 3.040968 0.14 -0.08 0.60
H -1.559663 -1.062637 3.443386 -0.17 0.16 -0.07
H -1.617483 -2.500175 4.405143 0.48 -0.39 -0.66
C -3.720383 2.264526 -4.249157 -0.37 -0.30 -1.12
C -5.113085 2.010043 -4.911695 1.08 0.00 0.91
C -5.693896 3.267766 -5.546813 -0.48 0.70 -0.43
C -4.890196 4.226102 -6.349859 2.02 0.61 -0.53
N -4.227618 4.961591 -6.972353 -1.48 -1.45 1.24
H -3.088666 2.689680 -5.029087 0.35 -0.11 -0.02
H -3.292773 1.313845 -3.930624 0.02 0.08 0.08
H -3.676507 2.986155 -3.433412 -0.52 -0.06 0.13
H -5.794530 1.695517 -4.121242 -0.25 0.27 -0.05
H -5.094331 1.137624 -5.564865 0.43 0.24 -0.34
H -6.099830 3.822395 -4.700812 -0.30 0.31 -0.28
H -6.484164 3.042913 -6.263061 -0.46 -0.28 0.41
C 0.753986 5.169579 -4.310948 0.26 1.23 0.16
C 1.671767 5.633895 -3.170128 -0.41 -2.08 0.65
C 0.961466 6.109990 -1.900767 -0.06 0.70 -0.19
C -0.071107 5.252367 -1.334344 -1.40 -1.97 0.16
N -0.870614 4.503285 -0.933932 1.39 1.44 -0.63
H 0.050642 5.988617 -4.461200 -0.12 0.01 -0.62
H 0.142087 4.278966 -4.167739 0.39 -0.11 0.44
H 1.407083 5.044052 -5.174536 -0.41 -0.06 -0.24
H 2.389649 6.391576 -3.484217 -0.20 0.01 -0.04
H 2.217514 4.750946 -2.837484 0.55 -0.02 -0.20
H 0.482209 7.056625 -2.150332 0.02 0.28 0.43
H 1.705922 6.225398 -1.113007 0.00 0.45 0.02
C -3.733388 -4.187592 -0.952796 0.45 -0.10 -0.19
C -3.503820 -5.068360 -2.185930 0.12 -0.14 0.39
C -2.705576 -4.357527 -3.319489 0.34 -0.13 0.73
C -1.388717 -3.713021 -2.916591 -0.43 -0.07 0.32
N -0.377017 -3.253509 -2.580546 -1.38 -0.61 -0.48
H -4.363011 -4.622511 -0.176570 -0.21 -0.30 -0.30
H -4.199145 -3.253993 -1.268336 0.18 0.14 0.17
H -2.783791 -4.003587 -0.450303 0.14 0.35 -0.10
H -4.481063 -5.333198 -2.589594 -0.01 0.13 -0.34
H -3.055302 -6.028899 -1.932375 0.30 0.14 0.15
H -3.407574 -3.635308 -3.736273 0.62 0.42 -0.21
H -2.448552 -5.089466 -4.085193 -0.05 0.07 -0.10
C -1.832107 3.797146 1.929634 -0.69 -0.03 1.19
C -2.463927 3.633820 3.324236 -0.66 -0.06 -0.59
C -3.203762 2.297911 3.494854 0.62 -0.24 0.65
C -4.134336 1.854102 2.491299 -0.36 0.47 -0.43
N -4.893566 1.433883 1.743408 -0.26 0.01 -0.41
H -2.607779 3.755564 1.164966 0.10 -0.03 -0.09
H -1.135908 2.971412 1.782730 0.30 0.32 -0.28
H -1.390330 4.793434 1.911412 0.34 -0.27 -0.39
H -3.166622 4.447544 3.503651 -0.11 0.10 -0.02
H -1.720592 3.708168 4.117974 0.10 -0.13 -0.07
H -3.767843 2.259778 4.426764 0.20 -0.01 0.23
H -2.477083 1.485607 3.509000 0.30 -0.06 0.36
C 3.993977 -0.051032 4.628165 0.02 -0.07 -0.29
C 4.501559 -1.508610 4.592221 -0.23 1.56 -0.33
C 3.504267 -2.499180 5.180350 0.15 -0.69 -0.37
C 2.104646 -2.409346 4.772431 -1.41 1.16 -0.14
N 0.989733 -2.334660 4.463323 1.26 -0.24 0.26
H 4.804413 0.621076 4.346101 -0.04 0.01 0.01
H 3.612801 0.272764 5.596648 0.06 -0.20 0.23
H 3.196114 0.116299 3.904618 -0.03 -0.08 0.00
H 5.433168 -1.496467 5.157944 -0.08 -0.56 0.17
H 4.784263 -1.698541 3.556790 -0.21 -0.41 -0.02
H 3.604357 -2.434156 6.263793 -0.40 -0.32 0.02
H 3.671794 -3.516956 4.827983 0.87 -0.29 0.43
C 1.095431 4.691945 7.641048 0.33 0.53 1.47
C 1.365126 4.033067 6.344030 -1.26 -1.07 -0.66
C 0.422713 2.769924 6.278791 0.44 0.33 -0.97
C 0.392825 2.118169 4.946181 0.04 -1.15 -2.28
N 0.361700 1.619403 3.881211 0.05 1.42 2.83
H 1.827625 5.479559 7.818934 0.09 -0.09 0.26
H 1.132907 3.946964 8.435848 0.25 0.17 0.31
H 0.122914 5.173804 7.741657 -0.16 -0.12 -0.42
H 2.392399 3.680765 6.250823 0.01 0.21 -0.06
H 1.131253 4.774076 5.579629 0.13 -0.42 -0.51
H -0.608465 3.020199 6.528051 -0.03 0.19 0.00
H 0.743530 2.037435 7.019496 0.09 -0.04 -0.05
C -7.223530 -1.584604 -1.972272 -0.36 -0.54 0.54
Cl -6.659195 0.062042 -1.943725 -0.60 0.68 0.36
Cl -9.017761 -1.814075 -2.121574 0.93 0.55 -0.10
Cl -6.404589 -2.308135 -3.325317 0.07 -0.75 -0.52
Cl -6.752515 -2.389264 -0.444746 -0.16 0.14 -0.30